{"formula": "C3H4I2", "method": "ωB97M-V/def2-TZVPD", "e_homo_ev": [-8.65, -8.65], "de_lowest_kj_mol": 630.45, "total_energy_ha": -711.81366, "lumo_energy_ev": [-1.24, -1.24], "gap_ev": [7.41, 7.41], "species": ["C", "C", "C", "I", "I", "H", "H", "H", "H"], "positions_angstrom": [[1.148, -1.315, 0.470], [0.119, 1.240, -0.525], [-1.116, 1.050, 0.275], [1.973, -3.164, 0.417], [0.223, -0.111, -2.104], [1.881, -0.626, -0.006], [-0.823, 0.468, 1.102], [-1.944, 0.477, -0.345], [-1.461, 1.982, 0.717]], "forces_ev_per_a": [[-0.1, 0.7, 0.1], [-0.1, 0.3, 0.7], [-1.8, -0.4, -3.2], [0.2, -0.2, -0.2], [-0.2, -0.1, -0.4], [0.2, -0.5, 0.4], [0.6, -1.2, 1.2], [1.2, 1.2, 1.7], [0.0, 0.2, -0.2]], "mulliken_charge": [-0.591, -0.205, -0.693, 0.132, 0.126, 0.322, 0.313, 0.281, 0.316]}

{"formula": "C3H4I2", "method": "ωB97M-V/def2-TZVPD", "e_homo_ev": [-8.52, -9.12], "de_lowest_kj_mol": 383.60, "total_energy_ha": -711.90769, "lumo_energy_ev": [-1.49, -0.73], "gap_ev": [7.03, 8.39], "species": ["C", "C", "C", "I", "I", "H", "H", "H", "H"], "positions_angstrom": [[-0.624, 0.207, -0.014], [1.991, -0.217, 0.238], [-1.709, -0.454, -0.273], [2.749, 1.587, -0.252], [-3.734, 0.494, -0.251], [-0.633, 1.292, 0.144], [1.673, -0.842, -0.534], [2.003, -0.531, 1.231], [-1.717, -1.535, -0.289]], "forces_ev_per_a": [[-0.3, 1.6, 0.2], [-1.3, 1.1, -0.5], [-0.1, -0.6, 0.6], [0.2, 0.2, 0.0], [1.3, -0.6, -0.1], [0.7, -0.3, 0.0], [0.0, -1.0, -1.1], [0.1, -0.4, 1.3], [-0.6, -0.1, -0.4]], "mulliken_charge": [-0.246, -0.935, -0.435, 0.176, 0.001, 0.207, 0.436, 0.421, 0.376]}

{"formula": "C3H4I2", "method": "ωB97M-V/def2-TZVPD", "e_homo_ev": -9.21, "de_lowest_kj_mol": 222.69, "total_energy_ha": -711.96897, "lumo_energy_ev": 0.47, "gap_ev": 9.68, "smiles": "IC1=CC1.I", "species": ["I", "C", "C", "C", "H", "H", "H", "I", "H"], "positions_angstrom": [[1.470, -0.875, -0.043], [-0.582, -0.795, 0.189], [-1.757, -0.956, 0.668], [-1.611, 0.234, -0.262], [-2.423, -1.527, 1.366], [-2.163, 0.113, -1.116], [-1.749, 1.112, 0.306], [5.019, 1.323, -0.084], [3.795, 1.370, -1.024]], "forces_ev_per_a": [[-0.6, -0.4, 0.3], [0.6, 1.3, -0.9], [-0.6, -1.8, 1.5], [0.3, -1.6, 2.6], [0.8, 0.8, -1.0], [-0.8, 0.1, -2.5], [0.3, 1.5, 0.0], [1.1, -0.1, 0.9], [-1.1, 0.1, -0.9]], "mulliken_charge": [0.170, -0.606, 0.234, -0.610, 0.321, 0.257, 0.234, -0.063, 0.061]}